This record from OMol25 describes 15 unconnected molecules or ions with the total composition C4H41N3O14. The level of theory is ωB97M-V with the def2-TZVPD basis set.

Properties
Charge: +1
Electronic energy in eV: -37939.85133
Highest occupied orbital energy (alpha / beta) in eV: -12.1 / -12.0
Frontier orbital gap (alpha / beta) in eV: 9.39 / 3.43
Spin multiplicity: 2

Geometry as XYZ:
```
62
Properties=species:S:1:pos:R:3:forces:R:3:nbo_charge:R:1
N -0.972 -0.059 -1.703 1.3 1.6 1.4 -0.843
C -0.832 0.346 -0.283 -1.4 0.1 0.2 -0.065
C -2.180 0.187 0.452 0.1 -2.3 -0.4 -0.411
C -3.300 1.059 -0.179 1.1 -0.7 0.8 -0.223
N -3.345 2.340 0.504 0.4 -0.2 -0.5 -0.812
C 0.328 -0.394 0.416 2.2 2.5 1.8 -0.332
N 1.591 -0.117 -0.310 -1.8 -3.4 0.5 -0.416
H -0.355 0.603 -2.207 -0.6 -1.0 -0.3 0.403
H -0.584 -0.992 -1.810 -0.1 0.0 -0.4 0.374
H -0.597 1.395 -0.135 0.3 0.4 -0.8 0.203
H -2.002 0.244 1.558 -0.6 0.2 -1.0 0.244
H -2.464 -0.883 0.196 0.1 0.9 0.7 0.200
H -3.167 0.956 -1.307 -0.2 0.8 1.2 0.174
H -4.256 0.629 0.089 -0.2 -0.5 -0.3 0.217
H -4.042 2.870 0.035 -0.6 1.0 0.0 0.370
H -2.489 2.879 0.524 0.1 -0.1 -0.3 0.353
H 0.539 -0.012 1.492 -1.0 -0.9 -1.5 0.296
H 0.095 -1.482 0.497 0.3 0.2 -0.3 0.311
H 2.445 -0.562 0.052 0.3 0.9 0.8 0.439
H 1.508 -0.485 -1.253 0.0 0.7 -0.8 0.408
H 1.877 3.900 2.108 0.5 0.3 0.8 0.494
H 1.574 2.439 1.692 0.1 0.7 0.9 0.494
O 1.382 3.376 1.500 -1.3 -0.8 -1.4 -0.994
H -2.481 -3.730 -2.461 -0.6 -0.8 -0.7 0.495
H -2.318 -2.334 -1.941 -0.4 -0.5 -0.2 0.487
O -2.009 -3.244 -1.810 0.9 0.7 1.0 -0.987
H 3.220 4.277 0.076 -0.7 2.2 0.4 0.465
H 2.781 2.873 0.133 -0.3 0.0 0.3 0.456
O 3.518 3.424 -0.106 1.6 -2.1 -1.0 -0.929
H -0.815 -3.547 -0.502 0.4 0.1 -0.5 0.528
H 0.537 -2.711 -0.782 -0.5 -2.0 0.0 0.488
O 0.148 -3.504 -0.316 0.3 1.1 0.6 -0.963
H -2.772 -0.708 -2.332 0.0 0.7 -0.1 0.482
H -3.204 -1.134 -3.731 -0.2 0.0 0.1 0.478
O -3.442 -1.226 -2.799 -0.1 0.0 -0.3 -0.948
H -1.734 0.466 4.775 0.2 -0.2 -0.4 0.470
H -2.266 1.226 3.518 0.3 -0.2 -0.1 0.467
O -2.406 1.061 4.450 -0.7 0.5 0.4 -0.935
H 0.919 4.601 -1.535 0.5 1.4 -0.1 0.495
H 0.620 3.434 -0.623 0.1 0.2 1.1 0.488
O 0.634 3.709 -1.529 -0.8 -1.5 -0.9 -0.970
H 2.210 -3.284 -2.561 -0.4 1.0 0.9 0.514
H 1.293 -2.054 -2.789 0.1 -0.5 -0.1 0.500
O 1.862 -2.474 -2.105 0.4 -0.5 -0.7 -1.015
H 0.996 2.181 -2.582 -0.2 1.1 -0.2 0.511
H 2.031 1.350 -1.910 0.1 0.5 -1.1 0.465
O 1.601 1.465 -2.787 0.5 -1.1 1.1 -0.953
H -0.065 -1.039 4.276 0.4 -0.1 1.3 0.472
H -0.170 -1.925 2.993 -0.1 1.9 0.9 0.501
O -0.304 -0.979 3.373 -0.4 -1.4 -2.1 -1.007
H 4.239 -1.507 2.195 1.2 0.2 0.1 0.498
H 2.826 -1.937 2.112 0.5 1.8 0.2 0.505
O 3.393 -1.089 2.096 -2.0 -2.3 -0.5 -0.990
H 2.735 1.020 3.531 0.4 0.5 0.8 0.492
H 2.164 0.431 2.390 -0.1 -0.5 -0.3 0.473
O 1.982 1.174 2.965 0.0 -0.1 -0.3 -0.947
H 0.587 -3.952 2.692 0.0 -1.0 0.8 0.492
H 0.532 -3.357 1.281 0.2 0.5 1.5 0.513
O 0.730 -3.117 2.278 0.1 0.0 -2.6 -1.014
H -0.117 -0.736 -4.414 0.2 0.4 -0.4 0.512
H 1.254 -0.368 -3.679 0.6 1.7 -0.6 0.516
O 0.540 -0.974 -3.767 -0.6 -1.8 0.3 -0.989
```
Forces are in eV/Å.



This record from OMol25 describes 16 unconnected molecules or ions with the total composition C4H41NO16. The level of theory is ωB97M-V with the def2-TZVPD basis set.

Properties
Charge: 0
Electronic energy in eV: -39063.01290
Highest occupied orbital energy in eV: -9.3
Frontier orbital gap in eV: 9.20
Spin multiplicity: 1

Geometry as XYZ:
```
62
Properties=species:S:1:pos:R:3:forces:R:3:nbo_charge:R:1
C 2.347 -0.038 3.217 -1.9 0.5 -0.9 -0.619
C 1.225 0.622 2.350 1.9 -1.4 -1.1 -0.240
N 1.268 -0.060 0.973 -2.4 -0.5 1.3 -0.669
C -0.110 -0.072 0.423 1.1 0.2 -1.8 -0.238
C -0.036 -0.564 -1.052 1.2 0.2 1.7 -0.088
O -1.236 -0.408 -1.758 -1.5 -0.2 0.1 -0.763
H 3.087 -0.366 2.494 0.5 0.1 0.4 0.209
H 2.675 0.750 3.891 0.5 -0.5 0.3 0.212
H 1.896 -0.917 3.708 0.5 0.4 0.1 0.218
H 0.279 0.672 2.925 0.2 -0.3 -0.8 0.188
H 1.567 1.566 1.960 -0.1 0.9 1.0 0.201
H 1.601 -1.036 1.025 -0.4 0.6 0.3 0.391
H -0.841 -0.690 0.911 0.0 -0.5 0.9 0.169
H -0.514 0.946 0.462 0.1 0.2 -0.1 0.161
H 0.331 -1.620 -0.955 -0.8 0.7 -0.6 0.193
H 0.712 0.006 -1.583 0.5 0.0 0.0 0.176
H -1.801 0.257 -1.318 0.3 -0.4 -0.3 0.490
H 0.491 3.063 2.218 0.1 0.4 0.4 0.500
H -0.518 3.123 1.170 -0.3 0.5 0.4 0.492
O -0.395 3.428 2.092 0.2 -0.2 -0.3 -0.961
H 0.252 -3.049 -3.791 0.1 -0.3 -0.4 0.460
H -0.753 -1.994 -3.771 0.0 0.1 -0.6 0.476
O -0.153 -2.426 -4.407 -0.1 0.2 1.0 -0.935
H -1.494 4.540 -0.061 -0.5 -0.1 0.1 0.505
H -2.367 3.234 -0.453 -0.1 0.4 0.2 0.512
O -1.501 3.664 -0.459 0.6 -0.5 -0.5 -1.000
H -3.100 1.791 0.908 0.1 0.0 0.2 0.506
H -4.446 1.398 0.287 0.0 0.0 -0.3 0.489
O -3.502 1.420 0.089 0.1 0.7 0.1 -1.002
H 2.634 -2.516 -0.189 -0.5 -0.4 0.4 0.500
H 2.643 -3.925 0.406 0.0 0.0 0.2 0.467
O 2.208 -3.073 0.511 0.5 0.1 -0.2 -0.993
H 1.605 2.926 -0.370 0.6 0.5 -0.3 0.498
H 2.645 3.744 0.515 0.1 -0.2 -0.4 0.492
O 1.817 3.262 0.515 -0.3 -0.1 0.5 -1.001
H 2.251 1.320 -3.042 0.5 0.0 0.3 0.494
H 1.636 0.317 -3.938 0.4 -0.2 -0.2 0.472
O 2.506 0.551 -3.573 -0.9 0.0 -0.1 -0.957
H 2.121 -2.321 -2.299 -0.1 -0.3 0.3 0.477
H 2.961 -1.108 -2.240 0.0 0.6 0.3 0.523
O 2.566 -1.768 -1.647 0.5 0.1 -1.3 -0.971
H 2.556 1.180 -0.186 1.5 -1.3 -0.1 0.504
H 3.872 0.231 -0.328 -0.6 -0.1 0.4 0.474
O 3.427 1.019 -0.642 -0.5 1.2 -0.4 -0.994
H -0.389 -4.681 0.579 0.0 0.1 -0.4 0.468
H -1.109 -3.885 1.584 -0.1 0.3 0.0 0.455
O -1.118 -4.052 0.635 0.2 -0.2 0.6 -0.923
H -2.593 -1.233 0.474 -0.4 0.1 0.0 0.480
H -3.290 -0.050 1.205 0.1 -0.5 -0.7 0.477
O -3.246 -1.017 1.156 0.2 -0.5 0.7 -0.960
H -2.918 -2.859 -2.394 0.0 -0.3 0.1 0.460
H -1.837 -2.367 -1.514 0.4 0.4 0.3 0.471
O -2.264 -3.186 -1.759 -0.5 0.0 -0.6 -0.937
H 0.021 2.755 -1.505 -0.1 -0.9 0.3 0.496
H 0.622 3.687 -2.320 1.0 -0.2 -0.5 0.484
O 0.848 2.784 -2.020 -1.2 1.1 0.1 -0.959
H -2.194 -1.668 2.711 -0.1 -0.1 0.1 0.489
H -1.869 -3.008 3.344 -0.1 0.0 0.2 0.459
O -1.721 -2.065 3.465 0.0 0.1 -0.3 -0.961
H -2.311 0.876 2.691 1.1 0.1 0.9 0.500
H -1.587 2.477 2.736 0.8 -0.9 0.1 0.536
O -2.279 1.815 2.524 -2.3 0.4 -1.1 -1.051
```
Forces are in eV/Å.



This record from OMol25 describes 16 unconnected molecules or ions with the total composition C4H42NO15S. The level of theory is ωB97M-V with the def2-TZVPD basis set.

Properties
Charge: +1
Electronic energy in eV: -47862.58454
Highest occupied orbital energy in eV: -11.1
Frontier orbital gap in eV: 8.32
Spin multiplicity: 1

Geometry as XYZ:
```
63
Properties=species:S:1:pos:R:3:forces:R:3:nbo_charge:R:1
C 2.917 0.362 0.582 -0.4 0.3 0.4 -0.226
C 2.177 1.602 0.122 -1.2 1.5 1.6 -0.483
C 1.130 1.347 -0.951 0.3 -0.8 0.7 -0.555
S 1.810 0.796 -2.540 -0.3 -0.8 0.7 0.182
C 2.438 2.337 -3.184 -1.0 0.1 1.1 -0.737
N 1.999 -0.816 0.982 -1.2 0.7 -0.9 -0.724
H 3.446 0.160 -0.347 0.8 -1.1 0.7 0.238
H 3.447 0.563 1.536 0.3 -0.1 -1.2 0.239
H 2.810 2.429 -0.120 1.6 -0.2 -1.2 0.245
H 1.846 2.227 0.982 -1.3 -1.1 0.1 0.251
H 0.514 2.192 -1.198 -0.1 0.5 0.3 0.247
H 0.479 0.560 -0.523 -0.1 0.2 -0.9 0.217
H 2.927 1.970 -4.036 0.7 0.1 -1.5 0.239
H 3.162 2.759 -2.501 0.1 0.3 0.0 0.217
H 1.613 3.026 -3.411 0.5 -0.1 0.0 0.224
H 1.710 -1.402 0.197 0.2 0.1 -0.7 0.455
H 2.472 -1.495 1.601 -0.4 0.9 -0.1 0.453
H 1.080 -0.437 1.339 1.5 -0.5 0.6 0.468
H -0.575 3.415 2.474 -1.3 0.3 0.0 0.499
H 0.355 4.151 3.509 -0.4 -0.2 -0.3 0.487
O 0.305 3.481 2.814 1.6 -0.3 0.4 -0.984
H 0.401 -3.141 -1.392 -0.3 -0.3 0.0 0.480
H 1.334 -2.528 -2.451 -1.0 0.6 1.2 0.528
O 0.968 -2.382 -1.518 1.3 -0.1 -0.9 -1.009
H 0.538 1.235 3.335 0.1 0.8 -0.1 0.510
H 0.850 -0.169 3.933 0.3 0.5 -1.3 0.516
O 0.876 0.372 3.077 -0.5 -0.5 1.3 -1.024
H -1.004 -1.160 -2.101 0.4 -0.1 -0.4 0.483
H -2.011 -0.466 -1.250 -0.4 0.5 0.3 0.518
O -1.452 -0.312 -2.036 0.1 -0.3 0.0 -1.018
H -3.822 2.464 -0.056 -0.6 -0.8 -0.8 0.510
H -4.937 1.604 -0.847 0.4 0.3 -0.3 0.491
O -4.618 1.889 0.011 0.2 0.5 1.1 -0.991
H 1.603 -1.865 5.410 0.6 1.0 0.6 0.491
H 0.582 -2.360 4.585 -0.6 1.3 -0.5 0.500
O 0.886 -1.471 4.901 -0.1 -2.6 0.2 -0.950
H 0.242 -1.623 -4.661 0.0 -1.6 -0.1 0.535
H 0.319 -3.305 -4.587 -0.3 0.3 -1.0 0.492
O 0.404 -2.464 -4.149 0.4 1.2 0.8 -1.027
H -2.305 -0.427 1.166 -0.9 0.3 -0.8 0.497
H -3.528 0.333 0.508 -0.1 0.2 -0.1 0.505
O -2.733 -0.173 0.309 0.8 -1.0 0.8 -1.017
H -3.418 2.550 2.267 0.8 0.0 0.0 0.491
H -3.077 3.541 3.312 0.2 0.4 0.4 0.479
O -2.634 2.973 2.681 -1.0 -0.4 -0.5 -0.966
H -0.890 -3.148 2.133 0.1 -0.3 -0.4 0.501
H 0.590 -3.738 1.970 -0.8 0.0 0.0 0.485
O 0.038 -3.041 2.356 0.8 0.4 0.3 -0.981
H 3.783 -3.400 0.422 0.1 -0.1 -0.3 0.481
H 3.663 -2.285 -0.651 0.1 -0.3 -0.1 0.487
O 3.950 -2.467 0.252 0.0 0.0 0.3 -0.960
H -1.472 1.586 -1.280 0.0 -0.6 -0.1 0.498
H -1.287 2.018 0.200 -0.1 -0.2 -0.2 0.468
O -1.820 2.150 -0.589 -0.2 1.5 0.1 -0.962
H -0.885 -0.133 2.840 -0.3 -0.1 0.1 0.494
H -1.946 -0.979 3.574 -0.1 -0.1 0.2 0.482
O -1.825 -0.410 2.813 0.5 0.0 0.1 -0.976
H -0.791 0.938 -5.066 0.0 -0.2 -0.1 0.491
H -0.383 0.068 -3.862 -0.3 0.3 -0.8 0.500
O -0.451 0.063 -4.845 0.1 0.0 0.8 -0.985
H -4.214 -3.659 -0.651 0.0 0.0 -0.3 0.472
H -3.942 -3.403 0.800 0.0 0.2 0.0 0.463
O -3.667 -3.114 -0.078 0.0 -0.3 0.3 -0.934
```
Forces are in eV/Å.



This record from OMol25 describes a molecular structure, C4H43AsClIO16P. The level of theory is ωB97M-V with the def2-TZVPD basis set.

Properties
Charge: -1
Electronic energy in eV: -128351.86586
Highest occupied orbital energy in eV: -2.5
Frontier orbital gap in eV: 4.46
Spin multiplicity: 1

Geometry as XYZ:
```
67
Properties=species:S:1:pos:R:3:forces:R:3:nbo_charge:R:1
C -1.044 -3.106 -3.496 -0.3 -0.1 0.5 -0.642
C 0.186 -1.981 -3.366 -1.7 -0.3 0.1 -0.465
C 0.395 -1.693 -1.765 -1.7 0.4 -1.7 -0.490
Cl 0.238 0.177 -1.553 -1.4 -1.0 -0.8 -0.142
As 2.210 -2.187 -1.032 0.6 -2.6 0.5 0.745
C 2.214 -4.024 -1.871 0.6 -2.4 -0.3 -1.028
P 2.285 -0.182 0.145 2.5 3.4 0.3 0.500
O 3.984 0.024 0.499 -1.4 -1.3 2.2 -1.042
I 1.048 -0.621 2.225 0.0 -0.3 0.4 -0.272
H -1.276 -3.618 -2.444 0.8 1.1 -2.3 0.209
H -0.753 -3.978 -4.234 -0.8 2.0 1.4 0.212
H -2.068 -2.573 -3.803 2.5 -1.3 0.5 0.215
H -0.204 -1.013 -3.940 1.0 -2.0 1.4 0.208
H 1.157 -2.339 -3.913 -1.7 0.6 1.4 0.225
H -0.410 -2.170 -1.062 1.3 1.0 -1.6 0.217
H 2.905 -1.535 -2.274 0.0 0.6 -0.3 -0.196
H 3.611 -2.495 -0.409 0.4 -0.1 0.1 -0.178
H 1.481 -2.803 0.203 -0.3 -0.3 0.4 -0.231
H 3.127 -4.070 -2.613 -2.4 -0.1 1.3 0.239
H 2.469 -4.793 -0.994 -0.6 1.7 -1.6 0.196
H 1.195 -4.368 -2.332 1.9 0.6 0.6 0.204
H 4.131 -0.283 1.456 0.2 0.3 -2.0 0.501
O 3.261 2.191 3.528 -0.2 0.0 0.0 -0.984
H 2.996 3.058 3.185 0.1 -0.1 0.0 0.488
H 2.702 1.566 3.042 0.1 0.0 0.1 0.481
O -3.369 -0.517 -0.677 -0.1 0.3 -0.3 -0.967
H -2.465 -0.475 -1.023 0.1 0.0 0.2 0.490
H -3.884 0.011 -1.306 0.0 -0.2 0.1 0.475
O -0.565 -6.190 -3.595 -0.2 -0.7 -0.1 -0.926
H -0.362 -7.005 -3.112 0.0 0.3 -0.1 0.468
H -1.359 -6.412 -4.104 0.2 0.2 0.2 0.464
O -3.564 1.883 1.489 -0.5 -0.1 -0.1 -0.968
H -4.374 1.967 2.014 0.3 0.1 0.1 0.474
H -3.795 1.235 0.806 0.4 -0.1 0.0 0.487
O 4.446 -3.169 -3.733 1.0 0.2 -0.6 -0.940
H 4.717 -2.258 -3.921 -0.2 -0.2 0.2 0.478
H 5.278 -3.624 -3.534 -0.2 0.1 0.1 0.472
O -2.247 -2.731 -6.152 -0.1 0.3 -0.8 -0.931
H -1.343 -2.689 -6.497 -0.2 0.0 0.3 0.474
H -2.763 -2.203 -6.780 0.2 -0.2 0.2 0.461
O -4.654 2.618 4.223 0.0 0.2 0.0 -0.974
H -4.383 3.530 4.035 0.1 -0.3 0.0 0.480
H -3.822 2.164 4.422 0.0 0.2 -0.1 0.497
O 2.519 4.955 2.599 0.0 0.4 -0.4 -0.951
H 1.866 5.593 2.924 0.3 -0.4 0.2 0.485
H 3.160 5.501 2.119 -0.2 -0.4 0.2 0.468
O -1.505 2.600 4.085 0.2 0.1 -0.2 -0.974
H -1.511 2.104 3.252 -0.1 0.0 0.1 0.497
H -0.724 3.170 4.012 -0.3 -0.3 0.1 0.478
O -5.811 5.927 4.132 -0.4 -0.2 0.3 -0.952
H -5.956 5.658 5.052 0.0 -0.2 -0.2 0.478
H -6.611 5.631 3.673 0.3 0.1 0.1 0.486
O 1.851 7.195 4.145 0.0 0.8 0.0 -0.947
H 1.774 7.795 3.388 0.0 -0.1 0.3 0.469
H 1.968 7.787 4.903 -0.1 -0.3 -0.2 0.481
O -4.435 7.936 5.649 -0.3 0.3 0.0 -0.954
H -4.701 8.803 5.306 0.1 -0.4 0.1 0.462
H -4.995 7.312 5.163 0.3 0.3 -0.2 0.481
O 5.047 -1.208 2.977 0.3 0.0 0.7 -0.941
H 5.549 -1.979 3.280 -0.3 0.2 -0.3 0.472
H 5.011 -0.631 3.755 -0.1 0.0 -0.3 0.477
O 6.662 -5.806 -3.232 -0.2 -0.4 -0.1 -0.944
H 6.865 -6.621 -2.749 -0.1 0.4 -0.1 0.470
H 5.868 -6.028 -3.741 0.2 0.1 0.2 0.474
O -6.061 0.517 -2.091 -0.5 -0.2 -0.1 -0.942
H -6.871 0.601 -1.565 0.4 0.0 -0.1 0.471
H -6.291 -0.131 -2.773 0.2 0.2 0.2 0.472
```
Forces are in eV/Å.